# 1
C23H24AsBrN3O2S2Zr | wB97M-V/def2-TZVPD

Last column: natural (NBO) charge in e.
Positions of all 57 atoms, in Å:
Zr -0.68610 -0.08009 -0.50314  2.10
O -0.85908 -0.70736 3.16543  -0.83
S 0.05965 -0.89021 2.10705  2.31
O -0.49524 -1.64110 0.87577  -0.99
N 0.35953 0.42732 1.22173  -1.04
C 0.63673 1.75032 1.62804  0.07
C 1.24052 2.18755 2.77355  -0.15
C 1.45898 3.57372 2.94996  -0.17
C 1.09138 4.47853 1.99344  -0.14
C 0.45979 4.03823 0.80231  -0.11
C 0.03424 4.88759 -0.23880  -0.02
C -0.58525 4.35839 -1.35207  -0.26
C -0.78503 2.98398 -1.43078  0.12
N -0.40025 2.13852 -0.46956  -0.65
C 0.22505 2.66480 0.64043  0.21
C 1.51339 -1.64536 2.64338  -0.35
C 1.50892 -2.23550 3.90448  -0.16
C 2.67463 -2.84651 4.33953  -0.19
C 3.80117 -2.85108 3.52953  -0.12
C 3.78778 -2.24757 2.27226  -0.18
C 2.63801 -1.63744 1.81384  -0.20
H 1.55686 1.49075 3.53977  0.25
H 1.93660 3.91197 3.85899  0.26
H 1.27551 5.53570 2.13231  0.25
H 0.19518 5.95626 -0.16052  0.26
H -0.91548 4.99300 -2.16152  0.27
H -1.26747 2.54950 -2.30021  0.22
H 0.62200 -2.21389 4.52247  0.26
H 2.70163 -3.31433 5.31374  0.26
H 4.70795 -3.32485 3.88153  0.25
H 4.67972 -2.24966 1.66134  0.25
H 2.61883 -1.14890 0.84736  0.22
C 0.69700 -3.54421 -2.90085  -0.96
As 0.78459 -1.90592 -3.89131  1.53
C 2.48036 -1.80011 -4.76549  -0.95
C -0.63398 -1.78792 -5.16568  -0.95
S 0.71591 -0.15599 -2.57331  -0.60
H 0.82288 -4.36529 -3.60785  0.29
H -0.26208 -3.64769 -2.39810  0.25
H 1.50824 -3.56028 -2.17567  0.27
H 2.53985 -2.63142 -5.46864  0.28
H 3.27590 -1.87294 -4.02727  0.28
H 2.54799 -0.85244 -5.29618  0.28
H -0.54004 -2.62954 -5.85323  0.28
H -0.53176 -0.85426 -5.71559  0.28
H -1.59632 -1.82717 -4.66086  0.26
Br -2.79469 -1.89620 -1.52788  0.24
C -3.66422 -0.63419 -0.39301  0.18
C -4.97682 -0.76715 -0.02509  -0.24
C -5.48244 0.22057 0.81890  -0.05
C -4.66412 1.26255 1.23930  -0.21
C -3.35510 1.30313 0.81101  0.09
N -2.85226 0.35606 -0.00953  -0.65
H -5.58232 -1.59309 -0.37000  0.28
H -6.51360 0.16837 1.14447  0.27
H -5.03825 2.03458 1.89648  0.28
H -2.67483 2.08827 1.11376  0.24

Atomic forces in eV per Å
Zr -0.014 -0.146 -0.023
O -0.318 -0.019 0.194
S 0.408 0.031 -0.272
O -0.080 0.052 -0.008
N -0.003 0.045 0.089
C -0.016 -0.012 -0.031
C -0.010 -0.004 -0.031
C 0.002 0.017 -0.003
C 0.012 0.003 0.010
C -0.058 0.054 -0.045
C -0.022 -0.034 -0.027
C 0.033 0.016 0.061
C -0.023 -0.004 -0.041
N 0.120 0.070 0.106
C 0.053 -0.077 0.036
C 0.019 0.067 -0.139
C 0.015 -0.027 0.027
C -0.037 0.005 0.012
C 0.021 0.003 -0.021
C 0.002 -0.005 0.006
C 0.003 -0.027 0.047
H 0.005 -0.002 -0.003
H -0.002 0.008 -0.003
H 0.001 -0.002 0.007
H 0.005 -0.002 0.007
H -0.008 -0.020 -0.014
H -0.002 0.020 -0.006
H 0.002 0.003 0.003
H 0.000 0.001 -0.001
H 0.001 0.001 -0.002
H 0.003 -0.001 0.005
H -0.008 0.004 0.003
C -0.006 -0.004 -0.025
As 0.061 -0.024 0.141
C -0.047 0.028 -0.039
C 0.014 -0.031 -0.069
S -0.020 -0.010 0.036
H -0.001 -0.004 0.004
H -0.006 0.017 0.003
H -0.003 0.003 0.006
H 0.033 0.013 -0.016
H -0.015 -0.013 0.022
H 0.002 -0.008 -0.020
H -0.012 -0.001 0.005
H -0.016 0.010 0.012
H -0.003 0.011 0.001
Br 0.032 -0.001 -0.019
C -0.043 0.057 0.025
C 0.005 0.039 0.021
C 0.022 0.005 -0.006
C -0.038 -0.011 0.003
C 0.021 -0.020 -0.016
N -0.088 -0.073 -0.011
H 0.004 -0.003 -0.004
H 0.000 0.002 0.000
H 0.001 0.001 -0.002
H -0.002 0.002 0.002

Calculated values
ΔE to the lowest compared entry with this formula, charge and spin ... 0.3 kcal per mole
HOMO ... -16.82 eV
Net charge ... +3

# 2
C23H24BrN4NaOS | wB97M-V/def2-TZVPD

Last column: natural (NBO) charge in e.
Positions of all 55 atoms, in Å:
Na 0.07383 -0.20503 -0.62536  0.90
Br 3.58889 2.31216 5.63990  0.06
C 2.43332 1.36330 4.48109  -0.09
C 1.77554 2.04596 3.46918  -0.22
C 0.97129 1.33890 2.59361  -0.22
C 0.81336 -0.03579 2.73667  0.18
C 1.47325 -0.70439 3.76228  -0.25
C 2.28792 -0.00473 4.63933  -0.23
N 0.03667 -0.71602 1.77191  -0.44
C -0.76992 -1.61722 2.13296  0.12
C -1.56240 -2.38087 1.13321  0.13
C -2.63694 -3.14767 1.55268  -0.22
C -3.40014 -3.80642 0.59955  -0.16
C -3.05516 -3.67639 -0.73130  -0.24
C -1.94986 -2.89704 -1.05679  0.06
N -1.20931 -2.26694 -0.15269  -0.45
H 1.91075 3.11182 3.34782  0.24
H 0.46636 1.84988 1.78368  0.24
H 1.39374 -1.78125 3.84305  0.22
H 2.82192 -0.52176 5.42416  0.23
H -0.94758 -1.85459 3.18642  0.17
H -2.87750 -3.21082 2.60588  0.22
H -4.25296 -4.40314 0.89470  0.23
H -3.62394 -4.16267 -1.51110  0.23
H -1.64989 -2.77268 -2.09123  0.21
N 2.95987 -2.11169 0.73749  -0.81
C 3.17889 -0.77106 0.51740  0.28
N 2.39373 -0.01982 -0.17532  -0.55
C 2.83982 1.30591 -0.14377  0.09
C 2.19948 2.37005 -0.77442  -0.18
C 2.74167 3.63404 -0.61589  -0.23
C 3.89502 3.84645 0.14449  -0.22
C 4.53672 2.79051 0.77059  -0.22
C 3.99161 1.52315 0.61689  -0.23
S 4.52134 0.01856 1.31466  0.34
H 2.29179 -2.51446 0.09550  0.40
H 3.78768 -2.67312 0.85905  0.39
H 1.28950 2.18979 -1.35523  0.29
H 2.25727 4.47630 -1.09328  0.22
H 4.29511 4.84677 0.24726  0.21
H 5.42569 2.94922 1.36679  0.22
C -2.65237 1.05743 -2.89024  -0.62
C -1.18457 1.48153 -3.09459  0.25
C -0.57015 0.59405 -4.19399  -0.62
C -1.16513 2.94110 -3.57731  -0.62
O -0.47634 1.35557 -1.92500  -1.05
H -3.25324 1.15491 -3.80037  0.19
H -3.09864 1.67230 -2.10592  0.20
H -2.68748 0.01274 -2.56255  0.18
H -1.09246 0.67836 -5.15221  0.19
H -0.60250 -0.45334 -3.87504  0.18
H 0.47706 0.87239 -4.33605  0.20
H -1.72216 3.08269 -4.50896  0.19
H -0.13125 3.25628 -3.73825  0.20
H -1.59880 3.58222 -2.80694  0.20

Atomic forces in eV per Å
Na -0.073 0.136 -0.173
Br 0.018 0.021 0.028
C 0.002 -0.016 -0.014
C 0.023 -0.032 0.011
C -0.001 0.018 -0.068
C -0.003 0.034 0.024
C 0.032 -0.043 -0.010
C -0.020 0.033 -0.027
N -0.023 0.088 0.059
C -0.152 -0.193 -0.052
C 0.136 0.113 0.116
C -0.035 -0.033 0.022
C -0.016 -0.005 0.040
C 0.042 0.015 -0.037
C 0.027 -0.027 0.008
N -0.123 0.020 -0.028
H -0.005 -0.008 0.007
H 0.019 0.013 -0.032
H 0.000 -0.002 -0.003
H 0.002 0.000 0.001
H 0.004 -0.027 0.001
H 0.000 -0.006 -0.001
H 0.003 -0.001 0.001
H 0.007 0.006 -0.007
H -0.011 0.005 0.003
N -0.022 0.018 -0.104
C -0.070 0.037 0.118
N 0.363 -0.062 0.019
C -0.106 -0.020 -0.013
C -0.013 0.014 0.002
C 0.012 0.004 0.004
C 0.008 -0.027 -0.001
C -0.020 0.008 -0.006
C 0.022 0.083 0.034
S 0.004 -0.046 -0.026
H 0.028 -0.007 0.020
H -0.025 -0.025 0.034
H -0.014 0.008 -0.001
H 0.004 0.003 0.001
H -0.001 0.002 0.003
H -0.002 0.008 -0.004
C 0.030 0.009 -0.018
C -0.037 0.006 0.046
C 0.001 0.029 0.009
C 0.001 0.010 -0.031
O 0.003 -0.139 0.045
H -0.001 -0.008 0.011
H -0.002 0.001 0.001
H -0.003 0.001 -0.004
H 0.005 -0.004 -0.003
H 0.004 -0.002 -0.008
H -0.024 -0.014 -0.008
H 0.006 0.016 0.007
H -0.002 -0.005 -0.001
H -0.001 -0.006 0.002

Calculated values
HOMO ... -6.85 eV